No. 1
Formula: C40H57N17O5P
Source: OMol25
Level of theory: the ωB97M-V functional and the def2-TZVPD basis

Atoms and positions in Å:
O  0.75  3.33  -0.26
C  0.55  2.08  0.20
O  0.70  1.82  1.65
C  0.19  0.90  -0.93
N  -0.85  1.33  -1.94
C  -2.27  1.08  -1.47
C  -3.12  -0.28  -1.91
C  -4.67  -0.59  -1.44
C  -5.50  0.47  -0.48
C  -4.68  1.84  -0.03
C  -3.11  2.15  -0.51
P  -0.14  -0.77  -0.07
O  -1.31  -0.76  1.00
O  1.34  -1.17  0.82
O  -0.30  -2.05  -1.28
H  1.21  0.76  -1.54
H  -0.67  0.93  -2.89
H  -2.60  -1.07  -2.62
H  -5.19  -1.59  -1.83
H  -6.60  0.25  -0.13
H  -5.29  2.59  0.67
H  -2.61  3.17  -0.16
H  1.24  -2.07  1.28
H  0.67  -2.25  -1.51
C  -1.85  3.83  3.14
C  -3.14  4.56  2.82
N  -4.21  5.17  2.55
H  -1.00  4.38  2.72
H  -1.72  3.75  4.22
H  -1.87  2.83  2.71
C  0.78  -3.88  4.01
C  1.41  -4.44  2.74
N  1.93  -4.91  1.69
H  0.01  -3.15  3.74
H  0.33  -4.68  4.59
H  1.55  -3.38  4.61
C  -2.96  0.06  4.50
C  -1.92  -1.04  4.68
N  -1.06  -1.95  4.83
H  -2.83  0.82  5.27
H  -2.85  0.52  3.52
H  -3.96  -0.36  4.58
C  1.12  6.04  -2.37
C  0.79  5.25  -3.63
N  0.51  4.60  -4.67
H  1.91  6.76  -2.58
H  0.23  6.57  -2.02
H  1.46  5.36  -1.58
C  -0.95  -6.42  0.08
C  -2.24  -5.69  -0.24
N  -3.31  -5.08  -0.51
H  -0.10  -5.87  -0.34
H  -0.82  -6.50  1.16
H  -0.97  -7.42  -0.35
C  4.45  -7.34  3.03
C  4.89  -7.88  4.38
N  5.25  -8.32  5.51
H  5.32  -6.98  2.48
H  3.97  -8.14  2.45
H  3.74  -6.52  3.16
C  6.04  -9.39  8.85
C  6.23  -10.51  9.85
N  6.38  -11.45  10.69
H  6.07  -9.78  7.83
H  5.07  -8.90  9.01
H  6.83  -8.64  8.97
C  1.73  8.18  -5.97
C  2.23  9.32  -5.10
N  2.64  10.27  -4.38
H  2.29  7.27  -5.75
H  0.67  7.99  -5.77
H  1.85  8.43  -7.02
C  -2.49  6.51  -0.52
C  -3.66  5.77  -1.14
N  -4.63  5.16  -1.66
H  -2.08  7.24  -1.23
H  -2.82  7.03  0.38
H  -1.70  5.80  -0.25
C  2.14  2.00  -6.10
C  2.33  0.88  -5.09
N  2.48  -0.06  -4.26
H  2.17  1.61  -7.11
H  1.17  2.49  -5.94
H  2.93  2.75  -5.98
C  4.45  -1.69  -8.08
C  3.16  -0.96  -8.40
N  2.09  -0.35  -8.66
H  5.30  -1.14  -8.49
H  4.58  -1.77  -6.99
H  4.43  -2.69  -8.51
C  -4.05  5.83  7.07
C  -3.33  4.61  6.51
N  -2.74  3.60  6.04
H  -3.60  6.12  8.02
H  -3.96  6.67  6.37
H  -5.11  5.61  7.22
C  -4.35  -6.77  -3.64
C  -3.63  -7.99  -4.20
N  -3.04  -9.00  -4.66
H  -3.90  -6.48  -2.68
H  -4.26  -5.93  -4.34
H  -5.41  -6.99  -3.49
C  -2.52  -7.49  4.41
C  -1.89  -8.05  3.14
N  -1.37  -8.52  2.09
H  -3.29  -6.76  4.15
H  -2.97  -8.30  4.99
H  -1.75  -6.99  5.01
C  2.33  2.92  4.17
C  1.97  4.34  4.54
N  1.66  5.53  4.84
H  2.68  2.38  5.06
H  1.46  2.40  3.76
H  3.13  2.92  3.42
C  3.90  7.29  -9.56
C  2.47  7.59  -9.17
N  1.27  7.84  -8.85
H  4.38  8.19  -9.96
H  4.47  6.95  -8.68
H  3.93  6.50  -10.32

Computed properties:
- Kohn-Sham gap (eV) = 6.9915
- spin multiplicity = 1
- total charge = -1
- largest force on an atom (Eh/bohr) = 0.20714
- highest occupied orbital energy (Eh) = -0.20442
- LUMO energy (hartree) = 0.0525

These are the Löwdin partial charges, in e, on atoms 1 to 8: -0.16, -0.40, -0.25, -0.28, -0.04, -0.17, -0.03, -0.08

No. 2
Formula: C40H58BFLiN11O3S
Source: OMol25
Level of theory: the ωB97M-V functional and the def2-TZVPD basis

Atoms and positions in Å:
Li  -19.61  0.02  -10.67
C  -17.50  4.49  -11.15
C  -17.48  2.96  -11.07
C  -16.04  2.38  -11.13
C  -18.28  2.48  -12.25
C  -18.23  3.03  -13.58
C  -19.28  2.40  -14.23
N  -19.89  1.54  -13.37
N  -19.22  1.56  -12.15
B  -21.31  0.88  -13.40
N  -21.09  -0.67  -13.24
C  -21.49  -1.70  -14.05
C  -21.43  -2.90  -13.35
C  -20.97  -2.54  -12.03
N  -20.67  -1.25  -11.99
C  -20.70  -3.47  -10.88
C  -19.23  -3.60  -10.54
C  -21.33  -4.84  -11.18
N  -22.24  1.39  -12.28
C  -23.48  1.98  -12.42
C  -23.89  2.47  -11.21
C  -22.79  2.11  -10.32
N  -21.82  1.51  -10.97
C  -22.64  2.46  -8.85
C  -21.16  2.54  -8.44
C  -23.43  3.75  -8.57
H  -17.11  4.88  -10.20
H  -16.86  4.90  -11.94
H  -18.51  4.89  -11.30
H  -17.93  2.56  -10.14
H  -15.57  2.60  -12.14
H  -15.44  2.85  -10.32
H  -16.00  1.27  -10.96
H  -17.55  3.71  -14.01
H  -19.71  2.56  -15.24
H  -21.86  1.10  -14.43
H  -21.79  -1.53  -15.06
H  -21.67  -3.88  -13.75
H  -21.24  -3.04  -10.01
H  -18.69  -4.16  -11.32
H  -18.74  -2.65  -10.33
H  -19.21  -4.24  -9.63
H  -20.84  -5.35  -12.06
H  -21.11  -5.47  -10.32
H  -22.39  -4.84  -11.41
H  -23.99  1.97  -13.39
H  -24.80  2.99  -11.01
H  -23.12  1.62  -8.31
H  -20.55  3.12  -9.18
H  -21.11  3.04  -7.46
H  -20.70  1.55  -8.30
H  -23.10  4.59  -9.23
H  -24.52  3.63  -8.75
H  -23.32  4.12  -7.52
F  -24.20  -1.98  -6.61
C  -22.92  -1.83  -6.14
C  -22.02  -1.56  -7.14
C  -20.61  -1.41  -6.88
C  -19.78  -0.96  -7.97
O  -20.40  -0.78  -9.07
C  -18.38  -0.75  -7.62
C  -18.00  -0.90  -6.29
N  -18.84  -1.39  -5.31
C  -18.36  -1.40  -3.95
C  -17.06  -2.00  -3.62
C  -18.26  -2.70  -3.27
C  -20.19  -1.59  -5.53
C  -21.10  -1.95  -4.56
C  -22.50  -2.10  -4.80
N  -23.36  -2.54  -3.81
C  -22.89  -3.42  -2.76
C  -23.64  -4.74  -2.78
N  -25.11  -4.50  -2.75
C  -25.54  -3.67  -3.94
C  -24.81  -2.34  -3.86
C  -17.35  -0.18  -8.61
O  -16.24  0.12  -8.16
O  -17.79  0.02  -9.78
H  -22.32  -1.41  -8.18
H  -16.98  -0.60  -6.02
H  -18.65  -0.57  -3.31
H  -16.47  -1.56  -2.81
H  -16.48  -2.38  -4.50
H  -18.51  -2.59  -2.18
H  -18.52  -3.64  -3.79
H  -20.80  -2.07  -3.51
H  -22.96  -2.90  -1.78
H  -21.84  -3.65  -2.90
H  -23.40  -5.38  -1.92
H  -23.42  -5.36  -3.71
H  -25.39  -4.03  -1.89
H  -25.66  -5.39  -2.76
H  -26.62  -3.54  -3.93
H  -25.24  -4.23  -4.85
H  -25.09  -1.81  -2.93
H  -25.02  -1.71  -4.72
C  -15.00  0.16  -14.88
N  -15.28  -1.25  -15.14
C  -14.10  -2.04  -15.46
C  -16.36  -1.89  -14.55
S  -16.82  -1.66  -12.99
N  -17.03  -2.70  -15.44
C  -17.39  -2.17  -16.74
C  -17.71  -3.88  -14.99
H  -14.43  0.60  -15.72
H  -14.40  0.28  -13.96
H  -15.96  0.68  -14.76
H  -13.39  -2.04  -14.64
H  -13.62  -1.59  -16.35
H  -14.37  -3.05  -15.67
H  -16.89  -1.21  -16.90
H  -18.49  -2.04  -16.81
H  -17.07  -2.88  -17.54
H  -17.07  -4.44  -14.29
H  -17.90  -4.57  -15.85
H  -18.69  -3.72  -14.53

Computed properties:
- Kohn-Sham gap (eV) = 4.4141
- spin multiplicity = 1
- energy above the lowest of the compared OMol25 structures with the same formula, charge and spin (kcal per mole) = 7.6
- largest force on an atom (Eh/bohr) = 0.06756
- highest occupied orbital energy (Eh) = -0.23871
- LUMO energy (hartree) = -0.0765

These are the Löwdin partial charges, in e, on atoms 1 to 8: 0.54, -0.09, -0.37, -0.07, -0.30, -0.04, -0.09, -0.03

No. 3
Formula: C40H58ClGeO5PS5Si3V
Source: OMol25
Level of theory: the ωB97M-V functional and the def2-TZVPD basis

Atoms and positions in Å:
V  -1.55  0.15  -0.35
S  -3.61  1.21  0.05
S  -4.93  -0.03  -0.88
S  -4.13  -0.24  -2.75
S  -2.16  -0.39  -2.50
O  -2.58  -1.76  -0.02
S  -2.73  -2.99  0.91
C  -4.34  -2.80  1.73
C  -5.38  -3.53  0.89
C  -4.67  -4.77  0.36
C  -3.37  -4.24  -0.25
H  -4.51  -1.73  1.84
H  -4.22  -3.24  2.72
H  -5.68  -2.89  0.05
H  -6.28  -3.78  1.46
H  -5.27  -5.31  -0.38
H  -4.45  -5.46  1.18
H  -3.54  -3.71  -1.18
H  -2.61  -5.00  -0.40
C  0.43  3.74  1.77
Si  -0.62  4.22  0.33
C  -2.38  4.59  0.87
C  0.03  5.87  -0.27
Ge  -0.83  2.36  -1.22
Si  1.29  2.32  -2.26
C  1.94  1.18  -3.54
C  2.52  3.70  -2.18
C  2.88  1.01  0.42
Si  -1.75  3.41  -3.22
C  -3.53  3.80  -2.85
C  -0.85  4.99  -3.65
C  -1.65  2.38  -4.77
H  0.26  4.42  2.61
H  1.49  3.78  1.50
H  0.20  2.73  2.11
H  -2.41  5.01  1.88
H  -3.01  3.69  0.86
H  -2.84  5.31  0.19
H  0.02  6.56  0.58
H  -0.59  6.30  -1.06
H  1.07  5.82  -0.64
H  1.22  1.09  -4.38
H  2.06  0.18  -3.12
H  2.90  1.51  -3.92
H  2.46  4.27  -3.12
H  3.54  3.30  -2.08
H  2.32  4.39  -1.35
H  1.78  0.97  0.40
H  3.20  1.52  1.34
H  3.26  1.60  -0.44
H  -3.61  4.60  -2.10
H  -4.04  2.92  -2.43
H  -4.07  4.11  -3.75
H  -0.73  5.65  -2.79
H  -1.41  5.53  -4.43
H  0.16  4.78  -4.06
H  -1.97  1.35  -4.61
H  -0.62  2.35  -5.16
H  -2.29  2.81  -5.55
O  0.37  -0.94  -0.70
P  1.57  -1.85  -1.02
C  1.37  -2.66  -2.64
C  0.44  -2.15  -3.54
C  0.29  -2.73  -4.80
C  1.05  -3.84  -5.15
C  1.95  -4.37  -4.24
C  2.12  -3.78  -2.99
C  3.10  -1.11  -0.98
C  3.48  -0.40  0.33
C  4.99  -0.32  0.47
C  5.83  -0.52  -0.56
C  5.38  -0.96  -1.86
C  4.07  -1.31  -2.01
C  1.63  -3.21  0.17
C  0.48  -3.57  0.86
C  0.51  -4.60  1.79
C  1.69  -5.29  2.02
C  2.84  -4.95  1.31
C  2.82  -3.91  0.39
H  -0.16  -1.31  -3.26
H  -0.44  -2.32  -5.50
H  0.93  -4.29  -6.13
H  2.52  -5.26  -4.49
H  2.84  -4.20  -2.29
H  3.06  -0.97  1.19
H  5.37  -0.01  1.45
H  6.89  -0.38  -0.39
H  6.08  -1.11  -2.67
H  3.75  -1.77  -2.94
H  -0.42  -3.00  0.69
H  -0.39  -4.85  2.35
H  1.72  -6.09  2.75
H  3.76  -5.49  1.49
H  3.72  -3.61  -0.13
C  -1.26  1.23  6.79
C  -0.12  0.60  6.03
C  0.79  -0.23  6.67
C  1.84  -0.81  5.96
Cl  2.98  -1.82  6.80
C  1.98  -0.60  4.60
C  1.08  0.23  3.96
C  0.05  0.83  4.67
O  -0.76  1.74  4.01
C  -1.95  1.17  3.49
C  -1.63  0.04  2.53
O  -1.95  -1.07  2.84
O  -0.98  0.38  1.41
H  -0.97  1.41  7.83
H  -2.13  0.57  6.80
H  -1.55  2.18  6.34
H  0.70  -0.42  7.73
H  2.80  -1.06  4.05
H  1.16  0.41  2.89
H  -2.47  1.97  2.97
H  -2.59  0.76  4.28

Computed properties:
- ⟨S²⟩ = 0.96
- Kohn-Sham gap (alpha / beta) (eV) = 3.7490 / 4.6421
- spin multiplicity = 2
- energy above the lowest of the compared OMol25 structures with the same formula, charge and spin (kcal per mole) = 90.9
- largest force on an atom (Eh/bohr) = 0.03569
- highest occupied orbital energy (alpha / beta) (Eh) = -0.20424 / -0.20459
- LUMO energy (alpha / beta) (hartree) = -0.0665 / -0.0340

These are the Löwdin partial charges, in e, on atoms 1 to 8: 0.24, 0.16, 0.03, 0.05, 0.18, -0.71, 1.01, -0.30

No. 4
Formula: C40H58F24NO17
Source: OMol25
Level of theory: the ωB97M-V functional and the def2-TZVPD basis

Atoms and positions in Å:
C  1.98  -0.39  1.26
C  0.97  -1.08  0.34
O  1.63  -1.74  -0.75
C  0.09  -0.01  -0.25
N  -1.09  -0.47  -1.09
C  -1.43  -1.92  -1.03
C  -2.06  -2.38  0.28
C  -2.47  -1.25  1.22
C  -3.01  0.00  0.51
C  -2.31  0.36  -0.81
H  2.29  0.59  0.87
H  2.85  -1.02  1.39
H  1.54  -0.22  2.24
H  0.44  -1.79  0.96
H  1.84  -2.63  -0.45
H  0.70  0.64  -0.87
H  -0.30  0.60  0.56
H  -0.85  -0.27  -2.06
H  -2.15  -2.09  -1.83
H  -0.57  -2.53  -1.31
H  -1.39  -3.06  0.80
H  -2.94  -2.97  0.02
H  -3.19  -1.60  1.96
H  -1.60  -0.95  1.79
H  -2.96  0.86  1.17
H  -4.07  -0.17  0.30
H  -2.99  0.22  -1.65
H  -1.99  1.40  -0.81
C  1.64  -1.46  -3.89
C  1.40  -0.68  -5.16
O  2.19  -1.18  -6.25
C  1.70  -2.26  -6.86
O  0.69  -2.84  -6.59
C  2.62  -2.66  -8.02
F  3.91  -2.63  -7.65
F  2.46  -1.80  -9.04
F  2.33  -3.88  -8.45
H  2.70  -1.46  -3.64
H  1.10  -1.02  -3.06
H  1.32  -2.49  -4.00
H  1.70  0.36  -5.05
H  0.34  -0.69  -5.44
C  -6.53  -4.46  -4.75
C  -7.05  -4.06  -3.39
O  -6.51  -4.91  -2.35
C  -5.30  -4.63  -1.92
O  -4.59  -3.73  -2.28
C  -4.92  -5.63  -0.81
F  -5.23  -6.88  -1.16
F  -5.58  -5.32  0.31
F  -3.62  -5.59  -0.54
H  -6.75  -5.51  -4.95
H  -7.02  -3.86  -5.52
H  -5.46  -4.32  -4.83
H  -8.13  -4.20  -3.33
H  -6.82  -3.02  -3.16
C  0.75  0.17  7.35
C  -0.71  0.53  7.20
O  -0.93  1.40  6.06
C  -1.01  0.82  4.89
O  -0.93  -0.34  4.61
C  -1.29  1.89  3.81
F  -0.50  2.95  3.94
F  -2.56  2.30  3.88
F  -1.09  1.36  2.59
H  1.36  1.07  7.41
H  0.89  -0.41  8.26
H  1.09  -0.42  6.50
H  -1.06  1.11  8.06
H  -1.35  -0.35  7.11
C  -5.11  4.08  4.84
C  -5.30  4.30  6.32
O  -6.66  4.67  6.64
C  -7.53  3.68  6.72
O  -7.34  2.52  6.52
C  -8.87  4.25  7.23
F  -9.21  5.37  6.58
F  -8.71  4.54  8.52
F  -9.85  3.37  7.09
H  -5.42  4.96  4.28
H  -4.06  3.88  4.63
H  -5.70  3.24  4.48
H  -4.69  5.13  6.67
H  -5.02  3.42  6.90
C  4.82  -6.57  -8.68
C  5.48  -5.22  -8.87
O  6.90  -5.29  -8.59
C  7.66  -5.76  -9.57
O  7.31  -6.13  -10.65
C  9.14  -5.73  -9.12
F  9.28  -6.21  -7.88
F  9.59  -4.47  -9.14
F  9.88  -6.46  -9.94
H  5.02  -6.95  -7.68
H  3.74  -6.48  -8.82
H  5.20  -7.30  -9.40
H  5.08  -4.50  -8.17
H  5.32  -4.84  -9.88
C  -4.63  9.16  1.73
C  -5.06  9.29  3.17
O  -4.37  8.34  4.02
C  -3.15  8.69  4.39
O  -2.55  9.68  4.11
C  -2.58  7.60  5.33
F  -2.80  6.37  4.85
F  -3.17  7.69  6.53
F  -1.27  7.76  5.49
H  -4.77  8.13  1.38
H  -5.22  9.82  1.10
H  -3.58  9.41  1.61
H  -6.11  9.05  3.29
H  -4.90  10.30  3.55
C  -6.60  5.72  11.19
C  -5.18  6.21  11.36
O  -4.24  5.15  11.11
C  -3.98  4.89  9.84
O  -4.44  5.43  8.87
C  -2.94  3.75  9.74
F  -3.23  2.75  10.57
F  -1.73  4.22  10.05
F  -2.90  3.27  8.50
H  -6.79  4.86  11.83
H  -7.31  6.51  11.45
H  -6.77  5.42  10.16
H  -4.99  6.53  12.39
H  -4.96  7.06  10.71
C  12.87  -5.48  -8.42
C  13.51  -4.12  -8.59
O  14.91  -4.15  -8.27
C  15.72  -4.59  -9.23
O  15.40  -4.96  -10.32
C  17.18  -4.52  -8.75
F  17.31  -5.00  -7.50
F  17.60  -3.25  -8.75
F  17.97  -5.23  -9.55
H  13.05  -5.86  -7.41
H  11.80  -5.41  -8.58
H  13.29  -6.20  -9.12
H  13.08  -3.40  -7.89
H  13.37  -3.74  -9.60

Computed properties:
- Kohn-Sham gap (eV) = 9.2989
- spin multiplicity = 1
- total charge = +1
- energy above the lowest of the compared OMol25 structures with the same formula, charge and spin (kcal per mole) = 0.0
- largest force on an atom (Eh/bohr) = 0.02080
- highest occupied orbital energy (Eh) = -0.43966
- LUMO energy (hartree) = -0.0979

These are the Löwdin partial charges, in e, on atoms 1 to 8: -0.01, -0.41, -0.03, -0.06, -0.06, -0.10, -0.14, -0.16